Computed, not measured: a 2-piece molecular cluster, H3O4PSi overall in a non-equilibrium geometry, with wB97M-V/def2-TZVPD.

- Total energy: -25406.901 eV
- Energy above the lowest of the compared OMol25 structures with the same formula, charge and spin: 43.6 kJ/mol

```
! RIJCOSX wB97M-V def2-TZVPD def2/J DEFGRID3
* xyz -2 1
Si 0.009 -0.391 -0.567
O 3.801 1.265 1.254
H -0.084 -1.441 0.597
H -1.563 0.388 -0.609
P 2.513 0.819 1.881
O 0.158 -0.989 -1.951
H 1.190 0.492 -0.275
O 1.458 1.799 2.214
O 2.384 -0.497 2.553
*
```